No. 1
20
Properties=species:S:1:pos:R:3 method="wB97M-V/def2-TZVPD" relative_energy_ev=6.245 lumo_ev=0.28 max_force_ev_per_a=18.3
C 3.292 0.006 -0.053
C 1.445 -1.612 -0.007
C -0.818 -0.977 -0.015
C -2.211 -1.347 -0.014
C -3.144 -0.233 -0.055
C -2.726 1.121 -0.026
C -1.439 1.343 -0.095
C -0.463 0.449 0.059
C 0.939 0.909 0.052
H 3.839 0.962 -0.940
H 3.487 0.748 1.003
H 3.844 -0.673 -0.046
H 2.159 -2.197 -0.015
H -2.442 -2.247 0.017
H -4.141 -0.501 -0.165
H -3.774 1.786 0.302
H -1.280 2.645 0.045
N 1.853 -0.257 -0.028
N 0.188 -1.934 0.007
O 1.392 2.009 -0.025

=====

No. 2
260
Properties=species:S:1:pos:R:3 method="wB97M-V/def2-TZVPD" total_charge=+3 lumo_ev=-7.99 max_force_ev_per_a=7.6
C 4.091 -1.332 0.581
C 3.154 -0.666 -0.433
C 2.382 0.366 0.313
C 1.696 1.256 -0.698
N 0.216 1.416 -0.473
C -0.413 2.158 -1.691
C -1.451 1.195 -2.359
C -1.799 0.125 -1.329
C -0.485 -0.025 -0.593
C -0.020 1.994 0.932
C -1.441 2.098 1.370
C -1.697 2.833 2.671
H 4.682 -2.035 -0.005
H 3.647 -1.959 1.354
H 4.675 -0.686 1.238
H 2.567 -1.366 -1.028
H 3.700 -0.165 -1.232
H 3.000 1.107 0.820
H 1.654 -0.089 0.986
H 1.683 0.847 -1.708
H 1.997 2.303 -0.662
H -0.828 3.126 -1.414
H 0.256 2.527 -2.468
H -2.354 1.751 -2.613
H -0.978 0.841 -3.275
H -2.444 0.495 -0.532
H -2.325 -0.752 -1.705
H -0.427 -0.549 0.361
H 0.042 -0.586 -1.365
H 0.421 2.985 0.827
H 0.535 1.399 1.658
H -1.762 1.077 1.576
H -2.028 2.542 0.566
H -2.757 3.023 2.836
H -1.226 3.806 2.813
H -1.264 2.311 3.524
C -2.096 -9.649 0.156
C -1.277 -9.577 -1.178
C -0.871 -8.173 -1.597
C 0.301 -7.651 -0.701
N 0.725 -6.151 -1.026
C 1.800 -5.651 0.030
C 1.714 -4.083 -0.167
C 0.223 -3.841 -0.207
C -0.421 -5.153 -0.608
C 1.061 -5.878 -2.571
C 2.383 -6.607 -2.941
C 2.937 -6.177 -4.367
H -2.473 -10.658 0.321
H -2.878 -8.893 0.234
H -1.422 -9.405 0.977
H -1.792 -10.144 -1.954
H -0.446 -10.225 -0.902
H -1.744 -7.521 -1.569
H -0.491 -8.286 -2.613
H 1.208 -8.239 -0.845
H -0.043 -7.697 0.332
H 2.828 -5.920 -0.212
H 1.655 -6.076 1.024
H 2.165 -3.700 -1.082
H 2.056 -3.537 0.713
H 0.110 -2.994 -0.884
H -0.238 -3.683 0.768
H -0.952 -5.024 -1.551
H -1.083 -5.594 0.137
H 1.048 -4.800 -2.734
H 0.203 -6.166 -3.178
H 2.257 -7.685 -3.034
H 3.165 -6.647 -2.182
H 3.269 -5.162 -4.154
H 2.255 -6.063 -5.210
H 3.821 -6.740 -4.665
C -6.511 -4.519 6.020
C -5.162 -4.238 5.342
C -5.321 -3.137 4.226
C -4.064 -2.999 3.395
N -4.267 -2.415 1.960
C -2.897 -2.148 1.190
C -3.172 -2.688 -0.188
C -3.871 -3.974 0.031
C -4.940 -3.551 1.066
C -5.216 -1.086 2.000
C -4.706 0.087 2.923
C -5.814 1.216 3.159
H -6.298 -5.256 6.795
H -7.263 -5.003 5.397
H -6.882 -3.613 6.499
H -4.790 -5.164 4.904
H -4.411 -4.020 6.101
H -5.645 -2.242 4.756
H -6.173 -3.270 3.559
H -3.611 -3.983 3.274
H -3.302 -2.310 3.760
H -2.741 -1.069 1.166
H -2.093 -2.678 1.701
H -3.731 -2.023 -0.846
H -2.257 -2.880 -0.747
H -4.283 -4.380 -0.893
H -3.168 -4.678 0.477
H -5.761 -3.076 0.529
H -5.408 -4.333 1.664
H -6.164 -1.456 2.390
H -5.467 -0.818 0.974
H -3.822 0.609 2.556
H -4.530 -0.189 3.963
H -6.324 1.428 2.220
H -5.349 2.137 3.512
H -6.636 0.902 3.804
C 10.579 3.305 1.784
N 9.553 2.461 2.378
C 9.585 1.152 2.237
C 8.466 0.366 2.655
C 7.312 0.947 3.179
C 7.361 2.360 3.340
C 8.487 3.064 2.980
C 6.150 0.138 3.655
C 4.850 0.616 3.415
C 3.773 -0.248 3.653
N 3.983 -1.434 4.270
C 5.229 -1.956 4.512
C 6.377 -1.195 4.162
C 2.815 -2.249 4.560
H 11.415 3.236 2.480
H 10.300 4.353 1.679
H 10.862 2.880 0.821
H 10.459 0.706 1.788
H 8.404 -0.710 2.586
H 6.485 2.936 3.599
H 8.522 4.144 3.003
H 4.724 1.532 2.857
H 2.767 0.009 3.356
H 5.182 -2.954 4.923
H 7.344 -1.675 4.197
H 2.405 -2.640 3.629
H 2.243 -1.578 5.200
H 3.034 -3.077 5.235
C -1.477 -2.619 -5.701
N -1.938 -1.232 -5.715
C -2.882 -0.756 -4.834
C -3.304 0.586 -4.879
C -2.864 1.335 -5.926
C -1.912 0.904 -6.799
C -1.444 -0.403 -6.712
C -3.317 2.731 -6.069
C -3.421 3.616 -4.997
C -3.904 4.918 -5.230
N -4.112 5.403 -6.462
C -4.080 4.580 -7.540
C -3.629 3.246 -7.349
C -4.546 6.807 -6.627
H -0.560 -2.706 -6.284
H -2.313 -3.188 -6.108
H -1.296 -2.976 -4.687
H -3.231 -1.411 -4.050
H -3.968 0.866 -4.075
H -1.588 1.526 -7.621
H -0.773 -0.870 -7.418
H -3.044 3.324 -4.028
H -3.878 5.594 -4.389
H -4.329 4.998 -8.504
H -3.479 2.625 -8.219
H -5.525 6.786 -6.147
H -4.707 6.968 -7.693
H -3.821 7.516 -6.229
C 3.510 5.848 -3.779
N 3.964 4.479 -3.479
C 3.133 3.409 -3.716
C 3.626 2.122 -3.590
C 4.922 1.889 -3.149
C 5.731 3.012 -3.008
C 5.274 4.296 -3.187
C 5.482 0.565 -2.963
C 6.344 0.258 -1.921
C 6.797 -1.073 -1.811
N 6.382 -2.052 -2.574
C 5.526 -1.796 -3.591
C 5.068 -0.523 -3.803
C 7.068 -3.348 -2.487
H 2.429 5.976 -3.829
H 3.880 6.261 -4.717
H 3.801 6.480 -2.940
H 2.122 3.727 -3.924
H 2.997 1.268 -3.792
H 6.772 2.908 -2.740
H 5.905 5.146 -2.973
H 6.685 1.012 -1.227
H 7.537 -1.397 -1.093
H 5.412 -2.584 -4.321
H 4.497 -0.251 -4.678
H 6.374 -4.151 -2.737
H 7.408 -3.472 -1.458
H 7.904 -3.355 -3.186
C -0.518 5.128 6.738
N -1.388 5.544 5.594
C -2.650 5.179 5.610
C -3.487 5.428 4.544
C -3.043 6.036 3.365
C -1.696 6.509 3.457
C -0.875 6.166 4.529
C -3.917 6.177 2.131
C -5.264 6.551 2.200
C -6.098 6.394 0.994
N -5.528 6.001 -0.194
C -4.190 5.630 -0.262
C -3.397 5.638 0.904
C -6.337 5.797 -1.351
H -0.291 4.066 6.641
H -0.915 5.407 7.714
H 0.387 5.733 6.681
H -2.949 4.659 6.509
H -4.537 5.192 4.631
H -1.279 7.021 2.603
H 0.191 6.332 4.583
H -5.777 6.768 3.126
H -7.141 6.675 0.999
H -3.789 5.309 -1.212
H -2.362 5.336 0.842
H -7.120 6.535 -1.176
H -6.797 4.811 -1.288
H -5.705 5.946 -2.227
O 1.775 2.597 3.101
C 1.903 3.767 3.788
O 1.548 3.753 4.969
O 2.400 4.807 3.321
H 1.351 2.106 3.808
O -1.633 -0.715 3.824
C -0.344 -0.692 3.567
O 0.240 0.188 4.160
O 0.243 -1.499 2.782
H -1.563 -0.104 4.561
O -5.200 2.873 0.113
C -5.066 2.289 -1.052
O -4.979 1.073 -0.890
O -4.737 2.915 -2.028
H -5.301 1.946 0.339
O 6.063 -3.824 1.563
C 7.304 -3.357 1.766
O 7.864 -3.830 2.733
O 7.726 -2.521 1.018
H 6.205 -4.180 2.443
O 2.577 -2.675 -4.455
C 1.558 -1.884 -4.267
O 0.889 -2.214 -3.250
O 1.398 -0.832 -4.871
H 2.160 -3.165 -3.742
O 1.208 4.874 -1.545
C 1.039 5.336 -0.302
O 1.970 5.454 0.531
O -0.083 5.506 0.115
H 0.341 5.132 -1.869
O -4.995 -1.105 -2.790
C -5.961 -1.930 -2.407
O -6.009 -3.069 -2.991
O -6.702 -1.676 -1.465
H -5.213 -0.411 -2.163
O -3.451 2.445 5.299
C -2.836 1.763 6.232
O -2.710 0.543 6.070
O -2.417 2.318 7.261
H -3.571 1.615 4.831